[1]
Entry from OMol25: 4 unconnected molecules or ions with the total composition C28H50BBr2O7S3 (the ωB97M-V functional and the def2-TZVPD basis).

The geometry in XYZ format:
```
91
Properties=species:S:1:pos:R:3:mulliken_charge:R:1
C 4.442 -0.290 4.300 -1.05
C 3.432 0.701 3.565 0.44
C 2.705 1.914 4.253 -0.69
C 1.688 2.825 3.475 -0.42
C 1.349 2.574 1.956 0.03
C 0.271 3.545 1.298 0.49
C 0.459 3.821 -0.269 -0.93
C -1.243 3.084 1.695 -1.11
C 2.068 1.387 1.274 0.10
O 1.799 1.058 -0.084 -0.20
C 3.018 1.376 -0.871 -0.50
B 3.554 0.108 -1.776 0.62
Br 4.273 0.949 -3.503 -0.45
Br 5.153 -0.843 -0.948 -0.43
C 2.356 -0.925 -2.236 -0.57
C 1.934 -1.988 -1.109 -0.17
C 0.740 -2.994 -1.583 0.31
C -0.437 -2.187 -2.359 -0.23
C 0.009 -3.671 -0.291 -0.73
C 3.084 0.467 2.049 0.28
H 5.466 0.158 4.529 0.25
H 3.955 -0.748 5.245 0.29
H 4.609 -1.192 3.593 0.30
H 2.946 2.117 5.363 0.21
H 1.172 3.674 4.040 0.27
H 0.400 4.571 1.824 0.20
H -0.375 4.558 -0.592 0.40
H 1.485 4.237 -0.553 0.08
H 0.210 2.837 -0.826 0.07
H -1.248 2.619 2.755 0.29
H -1.625 2.265 0.992 0.21
H -1.929 4.017 1.666 0.33
H 3.861 1.814 -0.209 0.09
H 2.721 2.223 -1.598 0.09
H 2.802 -1.543 -3.111 0.12
H 1.482 -0.256 -2.593 0.10
H 1.539 -1.504 -0.135 -0.14
H 2.839 -2.630 -0.777 0.26
H 1.241 -3.772 -2.255 0.30
H 0.007 -1.796 -3.354 0.27
H -0.716 -1.239 -1.757 0.00
H -1.355 -2.826 -2.587 -0.26
H -0.959 -4.156 -0.683 0.11
H 0.687 -4.409 0.259 0.36
H -0.330 -2.817 0.407 0.08
H 3.624 -0.423 1.555 0.00
C -5.605 -5.816 -4.116 -0.77
C -4.507 -6.880 -4.190 -0.66
C -3.161 -6.153 -4.175 -0.86
S -3.431 -4.624 -3.286 1.37
O -3.253 -3.521 -4.203 -0.73
O -2.748 -4.686 -2.012 -0.63
C -5.176 -4.857 -3.014 -0.68
H -6.582 -6.256 -3.908 0.37
H -5.669 -5.285 -5.072 0.30
H -4.579 -7.539 -3.318 0.28
H -4.608 -7.505 -5.081 0.36
H -2.393 -6.737 -3.666 0.34
H -2.829 -5.903 -5.185 0.39
H -5.690 -3.898 -3.055 0.45
H -5.301 -5.308 -2.030 0.42
C -3.905 -1.118 0.983 -0.74
C -5.027 -1.493 1.953 -0.67
C -6.237 -1.913 1.115 -0.84
S -5.581 -2.553 -0.422 1.36
O -5.990 -1.678 -1.498 -0.72
O -5.789 -3.984 -0.470 -0.73
C -3.865 -2.233 -0.054 -0.30
H -2.946 -1.012 1.494 0.36
H -4.138 -0.164 0.499 0.31
H -4.703 -2.331 2.578 0.30
H -5.279 -0.664 2.619 0.36
H -6.820 -2.690 1.611 0.36
H -6.877 -1.060 0.880 0.36
H -3.335 -1.955 -0.965 0.19
H -3.438 -3.146 0.366 0.35
C 5.089 7.300 1.030 -0.66
C 4.770 5.872 0.580 -0.62
C 4.454 5.055 1.835 0.34
S 3.808 6.213 3.035 1.07
O 4.735 6.296 4.141 -0.70
O 2.396 5.963 3.228 -0.59
C 3.999 7.673 2.027 -0.71
H 5.117 7.994 0.188 0.37
H 6.069 7.322 1.520 0.30
H 3.896 5.886 -0.080 0.15
H 5.597 5.430 0.020 0.40
H 3.706 4.285 1.636 -0.47
H 5.353 4.601 2.254 0.37
H 4.262 8.526 2.653 0.40
H 3.049 7.856 1.521 0.33
```

## Properties
- HOMO-LUMO gap: 7.43 eV
- Maximum force: 4.37 eV Å⁻¹
- DFT total energy: -217444.404 eV
- E_HOMO: -5.470 eV
- Net charge: -1


[2]
Entry from OMol25: 4 unconnected molecules or ions with the total composition C32H56N4O8S (the ωB97M-V functional and the def2-TZVPD basis).

The geometry in XYZ format:
```
101
Properties=species:S:1:pos:R:3:mulliken_charge:R:1
O -3.506 7.363 5.949 -0.55
C -4.271 6.544 5.483 0.55
O -5.339 6.947 4.702 -0.48
C -4.160 5.036 5.742 -0.95
C -2.876 4.532 5.132 0.61
C -1.853 3.965 5.849 -1.16
C -0.700 3.567 5.230 -0.48
C -0.507 3.705 3.877 -0.16
C -1.563 4.235 3.156 0.51
C -2.711 4.641 3.766 -0.24
S -1.295 4.371 1.403 -0.27
C 0.414 4.877 1.392 0.90
C 0.882 5.815 0.511 -0.71
C 2.205 6.186 0.565 -0.53
C 3.008 5.612 1.515 -0.82
C 2.528 4.663 2.378 -0.39
C 1.209 4.277 2.340 -0.60
N 0.697 3.293 3.244 0.54
H -4.989 7.522 4.010 0.35
H -4.210 4.919 6.826 0.37
H -5.021 4.587 5.239 0.30
H -1.999 3.860 6.919 0.35
H 0.119 3.149 5.812 0.37
H -3.497 5.076 3.152 0.47
H 0.173 6.229 -0.198 0.42
H 2.553 6.945 -0.125 0.41
H 4.045 5.926 1.578 0.39
H 3.208 4.215 3.100 0.43
H 1.428 3.210 3.944 0.42
C -1.244 -4.703 3.901 -0.71
O -0.692 -3.929 2.854 -0.33
C -1.629 -3.072 2.207 -0.94
C -1.373 -1.617 2.549 0.21
N -1.719 -1.323 3.936 -0.31
C -1.247 -0.023 4.410 -0.83
C 0.256 0.245 4.406 0.99
O 0.998 -0.519 5.343 -0.56
C 1.327 -1.832 4.925 -0.54
H -0.508 -5.457 4.177 0.23
H -1.453 -4.093 4.786 0.30
H -2.160 -5.209 3.582 0.33
H -2.660 -3.362 2.429 0.43
H -1.470 -3.201 1.133 0.42
H -1.977 -0.985 1.889 0.33
H -0.315 -1.413 2.341 -0.05
H -1.328 -2.039 4.533 0.18
H -1.597 0.080 5.441 0.29
H -1.745 0.761 3.829 0.38
H 0.390 1.280 4.708 -0.22
H 0.695 0.163 3.407 -0.27
H 1.506 -1.890 3.849 0.19
H 0.548 -2.541 5.218 0.19
H 2.241 -2.126 5.443 0.33
C 3.654 0.041 0.489 -0.76
O 2.258 -0.189 0.494 -0.34
C 1.476 0.983 0.715 -0.38
C 0.747 1.410 -0.542 -0.16
N 1.666 1.944 -1.541 -0.27
C 1.079 2.121 -2.868 -0.92
C 0.532 0.891 -3.592 -0.48
O 1.517 -0.040 -4.003 -0.45
C 1.951 -0.937 -2.989 -0.58
H 4.149 -0.930 0.524 0.29
H 3.975 0.552 -0.424 0.32
H 3.964 0.623 1.362 0.29
H 2.078 1.798 1.127 0.55
H 0.726 0.712 1.461 -0.06
H 0.016 2.180 -0.280 0.22
H 0.202 0.535 -0.920 0.09
H 2.459 1.322 -1.628 0.13
H 1.861 2.552 -3.499 0.43
H 0.283 2.870 -2.797 0.39
H 0.067 1.248 -4.516 0.45
H -0.263 0.389 -3.029 0.35
H 1.150 -1.194 -2.292 0.28
H 2.806 -0.516 -2.453 0.18
H 2.291 -1.851 -3.473 0.36
C -0.688 -7.522 -6.528 -0.70
O -0.119 -6.769 -7.582 -0.33
C -1.030 -5.879 -8.220 -0.82
C -0.717 -4.433 -7.882 -0.14
N -1.038 -4.127 -6.493 -0.32
C -0.515 -2.844 -6.020 -0.78
C 0.996 -2.622 -6.030 -0.34
O 1.712 -3.418 -5.097 -0.35
C 1.991 -4.739 -5.524 -0.63
H 0.023 -8.303 -6.259 0.23
H -0.865 -6.905 -5.641 0.29
H -1.624 -7.994 -6.837 0.34
H -2.068 -6.131 -7.988 0.41
H -0.886 -6.015 -9.296 0.39
H -1.304 -3.781 -8.536 0.36
H 0.345 -4.269 -8.100 0.17
H -0.668 -4.857 -5.900 0.10
H -0.855 -2.734 -4.987 0.40
H -0.991 -2.043 -6.596 0.36
H 1.165 -1.588 -5.723 0.24
H 1.432 -2.714 -7.032 0.33
H 2.166 -4.798 -6.600 0.29
H 1.187 -5.420 -5.233 0.18
H 2.894 -5.071 -5.009 0.31
```

## Properties
- SMILES: O=C(O)Cc1ccc2c(c1)Sc1ccccc1N2.COCCNCCOC.COCCNCCOC.COCCNCCOC
- HOMO-LUMO gap: 8.65 eV
- Maximum force: 1.88 eV Å⁻¹
- DFT total energy: -67264.228 eV
- E_HOMO: -8.158 eV
- ΔE to the lowest compared entry with this formula, charge and spin: 33.3 kJ/mol
- Net charge: 0


[3]
Entry from OMol25: a molecular structure, C39H65Br2KN2O2PSSi4 (the ωB97M-V functional and the def2-TZVPD basis).

The geometry in XYZ format:
```
117
Properties=species:S:1:pos:R:3:mulliken_charge:R:1
K 0.278 -0.022 -0.104 1.27
Br 0.521 -0.502 -3.285 -0.72
C 0.024 2.431 -3.955 -0.89
Br -0.414 3.395 -2.407 0.12
H -0.806 2.045 -4.513 0.39
H 0.989 2.635 -4.378 0.35
C 2.475 -6.341 0.387 -1.38
C 1.948 -5.775 -0.901 1.53
C 1.746 -6.656 -1.959 -0.79
C 1.247 -6.231 -3.182 -0.60
C 0.946 -4.896 -3.371 -0.74
C 1.147 -4.001 -2.329 -0.96
C 1.640 -4.415 -1.095 -0.27
P 1.752 -3.071 0.170 2.17
C 3.555 -3.047 0.589 0.46
C 4.467 -3.656 -0.283 -0.75
C 5.835 -3.563 -0.097 -0.83
C 6.337 -2.854 0.986 -0.97
C 5.450 -2.224 1.841 -0.36
C 4.070 -2.286 1.649 0.39
C 3.208 -1.444 2.554 -1.28
C 0.900 -3.774 1.609 0.85
C 1.535 -4.241 2.752 0.05
C 0.862 -4.791 3.831 -1.12
C -0.537 -4.897 3.717 -0.59
C -1.201 -4.450 2.613 -0.64
C -0.542 -3.815 1.497 0.87
C -1.285 -3.242 0.483 -1.82
H 2.964 -7.298 0.194 0.49
H 1.668 -6.499 1.103 0.20
H 3.194 -5.683 0.868 0.10
H 1.988 -7.703 -1.813 0.39
H 1.101 -6.950 -3.981 0.37
H 0.555 -4.534 -4.314 0.50
H 0.914 -2.953 -2.481 0.15
H 4.088 -4.226 -1.122 0.39
H 6.504 -4.055 -0.793 0.41
H 7.404 -2.784 1.156 0.37
H 5.826 -1.638 2.673 0.42
H 3.575 -0.415 2.559 0.56
H 3.224 -1.819 3.579 0.43
H 2.171 -1.437 2.235 -0.58
H 2.619 -4.190 2.791 0.38
H 1.391 -5.144 4.705 0.41
H -1.106 -5.342 4.528 0.32
H -2.282 -4.537 2.566 0.29
H -2.364 -3.329 0.492 0.24
H -0.841 -2.798 -0.399 0.12
O -0.672 -1.299 3.526 -0.23
C -0.259 -1.278 2.466 -0.05
C 3.078 2.861 3.011 -0.35
Si 1.382 3.159 3.743 0.29
C 0.912 1.695 4.812 -0.75
C 1.459 4.694 4.830 -1.06
Si -0.248 3.486 2.082 0.41
Si -2.375 3.111 3.013 -0.13
C -2.691 1.316 3.420 -0.47
C -3.740 3.715 1.871 -0.76
C -2.492 4.096 4.616 -1.02
Si -0.182 5.577 1.033 0.03
C -1.668 5.808 -0.097 -1.05
C -0.244 6.926 2.346 -1.09
C 1.397 5.799 0.050 -0.68
H 3.759 2.568 3.816 0.49
H 3.478 3.762 2.544 0.32
H 3.057 2.076 2.256 -0.48
H 1.759 1.455 5.462 0.38
H 0.682 0.806 4.229 -0.02
H 0.052 1.907 5.449 0.28
H 2.153 4.492 5.654 0.35
H 0.492 4.957 5.255 0.27
H 1.833 5.557 4.282 0.25
H -2.594 0.673 2.545 -0.16
H -3.706 1.213 3.817 0.41
H -2.001 0.940 4.172 0.28
H -3.651 3.302 0.867 0.07
H -3.749 4.800 1.786 0.30
H -4.699 3.402 2.296 0.30
H -1.784 3.741 5.365 0.24
H -3.501 3.982 5.027 0.38
H -2.308 5.159 4.461 0.23
H -2.515 6.215 0.456 0.39
H -1.996 4.890 -0.576 0.17
H -1.406 6.521 -0.883 0.38
H -1.084 6.804 3.029 0.23
H -0.358 7.890 1.838 0.40
H 0.667 6.960 2.939 0.29
H 1.551 4.993 -0.665 -0.06
H 2.270 5.846 0.703 0.28
H 1.333 6.740 -0.506 0.45
C 5.751 0.091 -1.740 -1.48
C 4.739 0.270 -0.621 0.90
S 3.170 0.921 -1.207 0.51
O 2.326 1.090 0.045 -0.10
C 3.664 2.583 -1.691 -0.48
C 4.170 3.452 -0.559 -0.88
H 6.580 -0.520 -1.381 0.42
H 6.156 1.042 -2.087 0.38
H 5.305 -0.425 -2.591 0.33
H 5.097 0.899 0.196 0.37
H 4.464 -0.695 -0.199 -0.99
H 2.760 2.994 -2.144 0.11
H 4.397 2.457 -2.490 0.48
H 3.467 3.420 0.272 -0.19
H 4.262 4.485 -0.894 0.48
H 5.145 3.129 -0.193 0.31
C -5.257 1.410 -1.669 -0.98
N -4.667 0.808 -0.488 0.11
C -5.510 0.542 0.663 -0.84
C -3.357 0.849 -0.334 -0.19
N -2.212 0.870 -0.201 -0.30
H -6.056 0.766 -2.042 0.32
H -4.495 1.505 -2.439 0.34
H -5.667 2.400 -1.444 0.30
H -6.299 -0.156 0.379 0.33
H -5.961 1.465 1.042 0.29
H -4.910 0.090 1.449 0.27
```

## Properties
- HOMO-LUMO gap (spin up / spin down): 4.58 / 3.64 eV
- Maximum force: 1.54 eV Å⁻¹
- DFT total energy: -256619.262 eV
- E_HOMO (spin up / spin down): -2.533 / -2.532 eV
- ΔE to the lowest compared entry with this formula, charge and spin: 159.0 kJ/mol
- Net charge: -1